Here is one molecule with the formula HN3O3 from the OMol25 dataset. Energies are from the ωB97M-V functional and the def2-TZVPD basis.

Summary:
net charge	0
F_max	5.42	eV/Å
LUMO level	-0.0133	hartree
calculated total energy	-390.3474	Ha
relative energy (zero: lowest compared OMol25 entry of this formula, charge and spin)	92.9	kcal per mole
gap between HOMO and LUMO	10.47	eV
HOMO energy	-10.83	eV
SMILES string	[H]/N=N/O[N+](=O)[O-]

Element x y z (Å)
1 N 0.7898 -1.3148 1.2286
2 N 0.2325 -0.2486 0.9304
3 N -0.5416 0.8862 -1.1108
4 O -0.7180 1.7975 -0.4482
5 O -0.7384 0.6955 -2.2718
6 O -0.1825 -0.2909 -0.4514
7 H 1.1583 -1.5249 2.1231

Atomic partial charges in e from the Mulliken method, atoms 1 to 2:
1 N -0.379
2 N 0.147